Below is 10 unconnected molecules or ions with the total composition C20H60O10 in a non-equilibrium geometry, with properties calculated with the ωB97M-V functional and the def2-TZVPD basis.

```
90
Properties=species:S:1:pos:R:3:forces:R:3:lowdin_spin:R:1
C -0.60289 4.83697 0.58721 0.781 0.941 -1.004 0.000
C -0.34703 3.58730 -0.24130 -1.076 -0.303 2.055 0.000
O -0.60933 3.81650 -1.65059 0.213 -0.297 0.882 0.002
H -0.58380 4.77106 1.67505 -0.257 -0.668 -0.130 0.000
H -1.52194 5.29739 0.22465 -0.079 0.124 0.325 0.000
H 0.22701 5.50905 0.36883 -0.073 0.515 -0.071 0.000
H -1.04938 2.87041 0.18400 -0.128 -0.513 -0.833 0.000
H 0.63747 3.19271 0.01002 0.112 -0.047 -0.801 0.000
H 0.17343 4.31946 -1.88709 0.077 0.153 -0.655 0.000
C -1.02885 -4.49169 -3.25400 0.798 -0.315 -0.800 0.000
C -0.66686 -4.88984 -1.82871 -1.065 0.848 0.131 0.000
O 0.23152 -3.92220 -1.31095 0.186 0.089 -0.701 0.000
H -0.15459 -4.57966 -3.89901 0.044 -0.099 -0.148 0.000
H -1.35028 -3.45663 -3.36983 0.063 0.166 0.631 0.000
H -1.83701 -5.06496 -3.70825 0.086 -0.412 0.262 0.000
H -0.28148 -5.89563 -1.66151 0.179 -0.140 -0.611 0.000
H -1.64012 -4.87766 -1.33808 -0.015 0.139 0.777 0.000
H 0.15496 -3.82208 -0.35926 -0.381 -0.095 0.439 0.000
C -3.87212 -2.14186 0.34035 0.141 0.383 0.452 0.000
C -4.11654 -2.67240 -1.06439 0.562 -0.396 0.186 0.000
O -5.32562 -2.18563 -1.69590 0.904 -0.265 0.585 0.000
H -3.33899 -1.19229 0.38687 -0.884 0.789 -0.382 0.000
H -3.14326 -2.64950 0.97214 -0.091 -1.198 -0.434 0.000
H -4.82222 -2.17028 0.87383 0.079 0.486 0.135 0.000
H -4.15053 -3.75884 -0.98322 -0.538 -0.042 -0.248 0.000
H -3.23722 -2.48654 -1.68111 -0.016 0.184 -0.268 0.000
H -5.07228 -1.43721 -2.24114 -0.092 0.019 0.007 0.000
C -0.05916 -5.46274 3.17127 0.560 0.020 -0.442 0.000
C 0.61043 -4.73449 2.01266 -0.575 0.052 0.247 0.000
O -0.30796 -3.74244 1.44990 1.213 -1.521 -0.169 0.000
H -0.84147 -6.13211 2.81347 -0.224 0.297 0.081 0.000
H -0.42751 -4.71240 3.87086 -0.175 -0.299 0.201 0.000
H 0.69009 -6.09883 3.64254 -0.007 0.065 0.298 0.000
H 0.94648 -5.47553 1.28737 -0.404 0.311 -0.529 0.000
H 1.52406 -4.24506 2.35005 0.021 0.259 0.107 0.000
H -0.35706 -3.08789 2.15042 -0.409 0.727 0.122 0.000
C -2.18031 -0.66503 4.81249 -0.115 2.419 0.590 0.000
C -1.60231 -1.91714 4.35219 -0.292 -1.053 -0.707 0.000
O -0.74866 -1.65149 3.21912 0.019 -0.499 0.277 0.000
H -1.38569 0.02751 5.09013 0.244 0.078 0.236 0.000
H -2.82878 -0.71358 5.68727 -0.161 -0.319 -0.185 0.000
H -2.66817 -0.14873 3.98575 -0.397 -0.159 0.055 0.000
H -2.42281 -2.52315 3.96799 0.259 -0.392 -0.116 0.000
H -1.12754 -2.46010 5.16944 0.392 -0.120 -0.225 0.000
H 0.10260 -1.33341 3.52860 0.170 0.080 0.193 0.000
C -0.64193 -0.27678 -1.13933 -0.997 -0.526 0.026 0.000
C 0.02734 -0.01640 0.23258 -1.308 -2.572 -2.854 0.000
O 1.16719 0.73500 -0.01177 0.216 1.427 0.880 0.001
H -1.65771 -0.65471 -1.02339 -0.039 -0.544 0.572 0.000
H -0.14772 -1.03609 -1.74539 0.337 0.247 0.021 0.000
H -0.90809 0.58303 -1.75413 0.878 0.653 0.062 0.000
H 0.38883 -0.99664 0.54332 -0.447 -0.275 0.491 0.000
H -0.79438 0.28078 0.88416 0.656 0.984 0.600 0.000
H 1.40925 1.01311 0.87461 0.885 0.717 0.131 0.000
C 3.63935 3.63225 1.38523 0.217 -1.443 1.808 0.000
C 2.73766 3.44565 2.65848 1.585 1.036 -1.404 0.000
O 1.85739 2.36367 2.40305 -0.159 -0.032 0.526 0.000
H 4.19640 4.56602 1.46202 -0.484 0.204 -0.792 0.000
H 3.16904 3.25827 0.47581 -0.397 1.141 -0.250 0.000
H 4.40512 2.86283 1.48364 0.301 -0.044 0.135 0.000
H 2.27435 4.39391 2.93096 -0.895 -0.122 -0.337 0.000
H 3.42488 3.31564 3.49450 -0.108 -0.755 0.157 0.000
H 1.84382 1.80921 3.18662 -0.138 -0.073 0.116 0.000
C 4.48835 -0.07799 1.82986 0.242 0.730 0.192 0.000
C 3.28748 -0.94696 2.03406 -0.170 -0.339 0.230 0.000
O 3.37269 -1.63805 3.27860 -0.191 -0.185 -0.250 0.000
H 4.45454 0.40714 0.85436 0.165 -0.010 -0.039 0.000
H 5.39721 -0.67252 1.92258 0.024 -0.210 -0.367 0.000
H 4.61013 0.67994 2.60370 -0.303 0.165 0.038 0.000
H 3.22633 -1.60639 1.16832 -0.147 -0.472 0.066 0.000
H 2.31756 -0.45221 2.08481 0.180 0.424 -0.077 0.000
H 4.18369 -2.15076 3.24694 0.098 -0.175 0.211 0.000
C -2.70524 4.07386 -5.73112 0.280 0.082 0.841 0.055
C -2.47797 4.13922 -4.23393 -0.088 -2.050 0.079 0.153
O -2.92988 2.99795 -3.50161 -0.137 1.481 -1.977 0.645
H -2.00481 3.29886 -6.04234 -0.144 0.000 -0.566 0.014
H -2.36961 5.06396 -6.03959 -0.061 -0.146 -0.496 0.000
H -3.73381 3.88616 -6.03919 0.185 -0.066 0.046 0.003
H -3.15470 4.89472 -3.83474 -0.711 0.883 0.577 0.100
H -1.46602 4.40910 -3.93194 0.003 0.022 0.333 0.019
H -2.43649 2.96165 -2.67890 1.117 -0.100 1.422 0.006
C 2.48592 2.47770 -4.24077 0.718 -0.610 -0.276 0.000
C 2.31339 2.33172 -2.73998 -0.382 -0.579 0.063 0.000
O 3.11471 1.23012 -2.17951 -0.644 1.895 -1.241 0.000
H 1.85478 3.20665 -4.74908 -0.411 0.225 0.551 0.000
H 2.26817 1.52240 -4.71838 0.251 -0.068 -0.073 0.000
H 3.49516 2.80236 -4.49396 0.153 -0.320 0.009 0.000
H 1.24972 2.17354 -2.56203 -0.101 -0.516 0.256 0.000
H 2.48850 3.31264 -2.29814 0.699 0.026 0.546 0.000
H 2.69113 0.96713 -1.35913 -0.376 -0.101 0.198 0.000
```
Positions in Å, forces in eV/Å.

## Properties
Charge   +1
Maximum force   4.1 eV Å⁻¹
HOMO level (spin up / spin down)   -11.28 / -11.28 eV
Gap between HOMO and LUMO (spin up / spin down)   8.33 / 1.79 eV
Spin multiplicity   2

***

Below is 9 unconnected molecules or ions with the total composition C20H63N5O9 in a non-equilibrium geometry, with properties calculated with the ωB97M-V functional and the def2-TZVPD basis.

```
97
Properties=species:S:1:pos:R:3:forces:R:3:mulliken_charge:R:1
C -0.97394 -3.44066 -6.58470 -0.765 0.033 0.286 -0.770
O -1.50377 -2.96751 -5.36252 0.980 0.610 0.724 -0.326
C -0.56100 -2.99871 -4.26196 -1.109 0.877 0.129 -0.982
C -1.27687 -2.25036 -3.07076 0.062 1.326 -0.704 0.348
C -1.31576 -0.67592 -3.20198 0.179 -1.133 -2.050 -0.920
N -0.65462 -2.37827 -1.77701 0.171 -1.732 0.811 -0.119
H -0.08831 -2.91722 -6.94497 0.344 0.039 0.367 0.301
H -1.74772 -3.23583 -7.32457 -0.040 -0.326 -0.042 0.243
H -0.80607 -4.51180 -6.47255 0.266 -0.156 -0.427 0.304
H -0.30533 -4.03656 -4.04845 -0.243 -0.216 0.460 0.525
H 0.38530 -2.53029 -4.53254 0.112 0.443 -0.188 0.358
H -2.28205 -2.66914 -3.11916 -0.157 -0.036 0.459 0.238
H -0.24765 -0.45857 -3.19906 -0.042 0.662 0.023 0.103
H -1.82421 -0.12155 -2.41315 0.043 -0.508 0.225 0.163
H -1.74468 -0.35705 -4.15196 -0.003 0.114 -0.159 0.563
H 0.35287 -2.43917 -1.81378 0.151 -0.033 -0.225 0.075
H -0.83788 -1.53403 -1.25377 0.184 -0.195 0.053 -0.206
C 0.17628 -0.19768 0.93506 -0.271 -1.094 0.548 -0.666
O 0.30572 -0.02136 -0.45896 1.071 0.602 0.198 0.781
C 1.43230 0.85404 -0.73869 -1.851 -0.192 -0.168 -0.697
C 1.02140 2.29831 -0.44402 1.086 -0.454 -0.119 0.984
C -0.02514 2.81630 -1.37413 -1.402 -0.338 -0.493 -1.584
N 2.21724 3.05515 -0.70005 1.309 0.136 0.167 -0.352
H -0.34847 -1.13244 1.13243 -0.015 -0.250 -0.346 0.010
H -0.44586 0.52505 1.46297 0.225 0.655 -0.224 0.170
H 1.15184 -0.31938 1.40577 0.100 0.285 0.131 0.347
H 2.34284 0.54311 -0.22650 -0.181 0.071 0.357 -0.081
H 1.61016 0.77956 -1.81150 -0.016 -0.124 -0.268 0.289
H 0.76364 2.38324 0.61165 -0.212 0.050 0.019 -0.340
H 0.38375 3.01468 -2.36486 0.402 0.239 0.055 0.352
H -0.43949 3.73952 -0.96906 -0.210 0.037 -0.173 0.412
H -0.81293 2.10469 -1.62129 -0.385 -0.045 0.570 0.165
H 2.29936 3.06360 -1.70667 0.455 0.326 -0.197 0.294
H 2.20521 4.01847 -0.39676 -0.147 -0.069 0.144 0.198
C -6.26021 -3.91470 -0.86610 0.116 -0.221 0.467 -0.791
O -4.88984 -3.91110 -0.46428 -0.910 0.259 1.583 -0.268
C -4.71306 -3.41217 0.89858 1.435 1.899 -1.346 -0.892
C -4.45095 -1.87198 0.80376 -0.355 -0.279 -1.369 0.350
C -3.27155 -1.49875 -0.11819 -0.360 -0.539 0.320 -0.853
N -4.31373 -1.28441 2.11450 -0.096 0.207 0.824 -0.766
H -6.88996 -4.33976 -0.08454 0.032 -0.602 0.068 0.336
H -6.32894 -4.50466 -1.78007 -0.042 0.126 0.083 0.254
H -6.72835 -2.93928 -0.99837 0.499 0.464 -0.402 0.305
H -5.54461 -3.48960 1.59903 -0.307 -0.817 -0.304 0.424
H -3.79212 -3.83281 1.30236 -0.219 -0.488 0.013 0.340
H -5.37614 -1.49567 0.36727 -0.154 0.232 -0.543 0.317
H -3.48751 -1.68188 -1.17077 -0.209 -0.161 0.101 0.192
H -2.40450 -2.11366 0.12307 0.068 0.092 0.104 -0.015
H -3.00384 -0.44493 -0.04137 -0.022 0.099 0.237 0.461
H -5.23373 -1.29600 2.53111 -0.232 -0.517 0.510 0.294
H -4.21250 -0.28343 2.02571 0.632 0.262 -0.267 0.261
C -1.31022 2.27213 6.90411 -0.051 -0.234 0.543 -0.769
O -0.38145 2.81989 6.00666 -0.006 0.426 -0.503 -0.312
C -0.89419 4.05254 5.49349 0.649 -0.207 -0.186 -0.929
C 0.07035 4.73568 4.50867 0.682 1.858 -1.574 0.638
C 0.34058 4.08095 3.16037 -1.111 -1.851 0.023 -1.306
N 1.34867 5.20797 5.01845 0.268 -0.586 2.591 -0.680
H -1.08002 1.26628 7.25535 0.678 -0.044 -0.477 0.260
H -2.29077 2.17699 6.43766 -0.301 0.339 0.094 0.308
H -1.30920 2.87655 7.81118 -0.548 0.255 0.092 0.311
H -1.87783 3.89830 5.04993 0.028 -0.446 -0.886 0.416
H -1.21541 4.73942 6.27650 0.832 0.235 0.614 0.477
H -0.42377 5.67423 4.25756 -0.615 0.110 0.084 0.192
H 1.17311 4.45926 2.56716 -0.106 0.462 0.343 0.259
H -0.56193 4.06704 2.54932 -0.101 0.099 -0.237 0.341
H 0.55666 3.02956 3.35004 0.241 -0.238 -0.111 0.290
H 1.81143 4.47765 5.54054 0.150 -0.029 0.071 0.228
H 2.04276 5.63887 4.42459 -0.669 -0.183 -0.539 0.236
C 0.88050 -3.88456 1.53840 -0.334 0.710 0.511 -0.795
O 2.12358 -3.28872 1.19966 0.057 -0.616 -0.174 -0.318
C 2.78804 -3.72458 0.00462 -1.004 1.376 -0.004 -0.861
C 3.39530 -2.46154 -0.65591 1.330 -0.809 0.479 1.900
C 3.92288 -2.83516 -2.03400 0.140 0.226 0.242 -1.544
N 4.51019 -1.92949 0.19080 -0.658 -0.511 -0.965 -0.762
H 0.88675 -4.90427 1.92344 0.595 -0.272 -0.231 0.354
H 0.10574 -3.80886 0.77544 0.249 -0.032 -0.580 0.246
H 0.50118 -3.27650 2.35967 0.059 0.037 0.138 0.287
H 3.53778 -4.48924 0.20781 0.330 0.164 0.182 0.418
H 2.06829 -4.18037 -0.67531 -0.239 0.019 -0.145 0.395
H 2.70421 -1.63946 -0.84214 -0.862 -0.373 0.400 -0.804
H 4.70975 -3.58693 -1.97256 -0.194 -0.221 -0.056 0.369
H 4.37928 -1.96565 -2.50701 -0.043 0.110 -0.121 0.292
H 3.06984 -3.14660 -2.63686 0.192 -0.229 -0.286 0.293
H 4.25259 -1.98924 1.16557 -0.141 0.117 0.153 0.382
H 4.52775 -0.95071 -0.05777 0.303 0.209 0.592 0.192
O 4.82419 0.77338 -1.17596 0.173 0.013 -0.276 -0.647
H 5.24955 0.03666 -1.61477 0.363 -0.224 -0.110 0.282
H 4.17328 1.08417 -1.80521 -0.277 0.303 -0.096 0.300
O 4.02827 1.52868 1.33393 -0.008 -0.205 0.946 -0.676
H 4.50638 1.44017 0.50942 0.111 0.005 -0.313 0.398
H 3.34828 2.17640 1.14870 -0.093 0.265 -0.296 0.283
O 2.13363 4.80187 -3.88467 0.120 -0.230 0.123 -0.615
H 2.06049 5.59856 -3.35916 0.098 0.214 0.088 0.295
H 1.43931 4.88124 -4.53877 -0.185 -0.025 -0.229 0.317
O 2.36854 5.88989 -0.20129 0.116 0.122 -0.022 -0.649
H 1.74316 6.10068 -0.89462 -0.232 0.074 -0.169 0.286
H 2.25785 6.58948 0.44257 0.045 0.197 0.258 0.292
```
Positions in Å, forces in eV/Å.

## Properties
Charge   0
Maximum force   2.7 eV Å⁻¹
HOMO level   -8.46 eV
Gap between HOMO and LUMO   8.38 eV